C41H36BLaN9O3Te | ωB97M-V/def2-TZVPD

The geometry in XYZ format:
```
92
Properties=species:S:1:pos:R:3:lowdin_spin:R:1
La -0.712 1.272 -1.223 0.021
C -2.554 5.739 -0.993 0.001
C -2.108 4.561 -1.519 0.014
N -1.321 3.910 -0.645 0.003
N -1.324 4.661 0.446 0.000
C -2.093 5.741 0.317 0.001
B -0.263 4.268 1.577 0.000
N -0.730 2.901 2.196 0.000
C -0.910 2.687 3.499 0.000
C -1.021 1.345 3.708 0.000
C -1.033 0.802 2.418 0.000
N -0.837 1.731 1.482 0.000
N 1.150 4.147 0.798 0.000
C 1.887 5.207 0.360 0.000
C 2.872 4.713 -0.419 0.000
C 2.639 3.338 -0.489 0.000
N 1.577 2.952 0.252 0.000
N -0.069 5.300 2.675 0.000
C 0.801 5.206 3.710 0.000
C 0.432 6.025 4.724 0.000
C -0.816 6.576 4.277 0.000
N -1.097 6.130 3.015 0.000
H -3.251 6.413 -1.489 0.000
H -2.344 3.983 -2.439 0.007
H -2.169 6.329 1.230 0.000
H -0.746 3.455 4.239 0.000
H -1.076 0.837 4.659 0.000
H -1.286 -0.195 2.117 0.000
H 1.560 6.166 0.738 0.000
H 3.613 5.288 -0.915 0.000
H 3.206 2.665 -1.170 0.000
H 1.631 4.496 3.718 0.000
H 0.927 6.060 5.688 0.000
H -1.388 7.327 4.762 0.000
C -0.307 -6.091 1.254 0.000
C -0.486 -4.704 0.746 0.001
C -1.604 -4.054 1.293 0.000
C -1.923 -2.744 0.949 0.001
C -3.247 -2.193 1.423 0.000
O -3.732 -2.593 2.448 0.000
C -3.922 -1.092 0.705 0.000
C -4.391 0.031 1.349 0.000
C -4.814 1.175 0.670 0.000
C -4.660 1.236 -0.697 0.000
C -4.392 0.061 -1.354 0.000
C -3.985 -1.082 -0.696 0.000
C -1.022 -2.002 0.051 0.000
O -1.345 -0.814 -0.407 0.006
C 0.174 -2.639 -0.360 0.001
C 0.473 -3.967 0.034 0.000
C 1.119 -1.695 -1.177 0.000
N 2.149 -1.111 -0.733 0.000
C 2.573 -1.120 0.709 0.000
C 3.715 -2.088 1.006 0.000
Te 5.277 -2.163 -0.527 0.000
C 4.330 -3.891 -1.277 0.000
C 4.483 -5.036 -0.558 0.000
C 3.762 -6.208 -0.836 0.000
C 2.883 -6.154 -1.876 0.000
C 2.725 -4.967 -2.608 0.000
C 3.410 -3.808 -2.278 0.000
C 0.821 -1.551 -2.611 0.000
C 1.535 -0.636 -3.378 0.000
C 1.455 -0.497 -4.820 0.000
C 0.442 -1.162 -5.461 0.000
C -0.310 -2.169 -4.721 0.000
C -0.092 -2.321 -3.345 0.000
H -1.221 -6.678 1.386 0.000
H 0.146 -6.044 2.228 0.000
H 0.257 -6.765 0.594 0.000
H -2.350 -4.584 1.861 0.000
H -4.348 0.027 2.401 0.000
H -5.131 2.081 1.302 0.000
H -4.938 2.148 -1.231 0.000
H -4.387 0.137 -2.460 0.001
H -3.759 -1.967 -1.280 0.000
H 1.477 -4.446 -0.212 0.000
H 1.743 -1.323 1.365 0.000
H 3.029 -0.125 0.850 0.000
H 3.406 -3.071 0.982 0.000
H 4.075 -1.721 2.027 0.000
H 5.020 -5.048 0.378 0.000
H 3.870 -7.100 -0.268 0.000
H 2.236 -6.978 -2.074 0.000
H 2.031 -4.890 -3.460 0.000
H 3.214 -2.907 -2.831 0.000
H 2.344 -0.204 -2.829 0.000
H 2.105 0.295 -5.307 0.000
H 0.290 -0.983 -6.572 0.000
H -1.049 -2.681 -5.267 0.000
H -0.632 -3.088 -2.756 0.000
O -1.665 1.921 -3.047 0.942
```

As for the spin multiplicity: 2. The value obtained for the energy above the lowest of the compared OMol25 structures with the same formula, charge and spin is 0.000 eV. The total charge is 0. For the frontier orbital gap (alpha / beta), the calculation gives 0.2815 / 0.2173 Eh.